Computed, not measured: a 6-piece molecular cluster, C36H65Cl3INO27S6 overall at a distorted geometry, with ωB97M-V/def2-TZVPD.

SMILES string: CCCCCO[C@](CCCCO)(CO[C@@](CCCCS(=O)(=O)Cl)(/C(Cl)=C(/C)Cl)N(C(C)=O)C(C)=O)[C@@H](I)CC.O=S1(=O)OCCO1.O=S1(=O)OCCO1.O=S1(=O)OCCO1.O=S1(=O)OCCO1.O=S1(=O)OCCO1
E in eV: -205829.7705
Kohn-Sham gap in eV: 8.27
Net charge: 0

Structure (XYZ):
```
139
Properties=species:S:1:pos:R:3:forces:R:3
C -3.394 -4.206 -5.894 -0.579 -0.562 -0.123
C -2.469 -5.318 -5.348 0.081 0.457 -0.859
C -1.023 -4.833 -5.034 -1.292 -0.070 0.935
C -1.076 -3.829 -3.861 0.797 -0.374 0.313
C 0.326 -3.259 -3.477 -1.227 -0.883 -1.021
O 0.320 -2.990 -2.087 0.494 0.540 -0.358
C 0.842 -1.713 -1.675 -0.575 -1.155 -0.435
C 2.273 -1.580 -2.273 -0.139 0.839 0.155
C 3.181 -0.484 -1.626 1.273 -1.413 -0.703
C 4.271 -1.195 -0.764 -0.088 0.835 0.284
C 5.541 -0.345 -0.564 -0.644 -0.523 1.208
O 5.153 0.949 -0.050 0.230 -0.205 -0.492
C 0.849 -1.789 -0.124 0.363 1.721 -0.233
O 1.628 -2.873 0.368 -0.806 0.248 0.106
C 1.250 -3.395 1.622 -0.808 -1.797 -0.032
C 1.156 -2.365 2.767 0.241 1.121 0.097
C 2.112 -1.131 2.684 -0.253 0.520 0.436
C 2.724 -0.805 4.086 -1.288 -0.057 -0.387
C 1.598 -0.092 4.906 1.205 -0.334 0.070
S 1.592 1.701 4.678 -3.333 1.196 0.196
O 1.076 2.063 3.388 1.592 -0.822 -0.819
O 0.775 2.301 5.692 0.995 -0.529 1.048
Cl 3.503 2.412 4.938 -0.143 -0.474 -0.166
C -0.128 -4.179 1.595 0.025 -0.135 0.237
Cl -1.201 -4.154 0.200 0.680 0.322 0.423
C -0.570 -4.951 2.596 -0.656 -0.377 -0.097
C -1.899 -5.712 2.517 0.802 -0.133 0.070
Cl 0.314 -5.216 4.086 -0.323 0.138 -0.416
N 2.242 -4.487 1.873 0.728 1.072 -0.159
C 2.608 -5.182 0.671 0.101 -0.816 -1.816
C 1.706 -6.332 0.167 0.387 0.076 1.295
O 3.622 -4.969 0.040 -0.093 0.138 1.038
C 3.381 -4.103 2.702 0.859 -0.034 0.923
C 4.574 -3.246 2.252 0.451 -0.388 -0.465
O 3.418 -4.531 3.833 -0.362 0.309 -0.637
C -0.146 -0.615 -2.175 0.313 0.822 0.850
I -2.229 -1.089 -1.684 0.405 -0.060 -0.132
C 0.133 0.824 -1.633 -0.577 0.728 -0.822
C 0.717 1.747 -2.761 -0.120 -0.619 0.389
H -4.368 -4.662 -6.152 0.336 0.186 0.114
H -3.627 -3.422 -5.157 0.317 -0.138 -0.316
H -3.021 -3.780 -6.841 0.078 0.055 0.498
H -2.958 -5.777 -4.475 0.395 0.156 -0.066
H -2.419 -6.100 -6.127 0.022 0.168 0.326
H -0.490 -5.734 -4.684 0.321 0.475 -0.410
H -0.569 -4.376 -5.925 0.007 -0.340 0.184
H -1.789 -3.016 -4.047 0.260 -0.220 0.038
H -1.419 -4.373 -2.962 -0.070 0.214 -0.339
H 0.501 -2.400 -4.143 0.220 0.017 0.512
H 1.068 -4.038 -3.745 -0.020 0.403 0.383
H 2.725 -2.583 -2.197 -0.075 0.418 0.218
H 2.248 -1.364 -3.355 -0.439 -0.119 0.396
H 3.742 0.013 -2.438 -0.435 0.094 0.277
H 2.637 0.279 -1.062 0.187 -0.217 -0.171
H 3.819 -1.361 0.229 0.302 -0.225 -0.265
H 4.550 -2.183 -1.159 -0.206 0.288 -0.006
H 6.155 -0.274 -1.469 -0.286 0.430 0.207
H 6.138 -0.813 0.246 0.068 -0.074 -0.632
H 4.465 0.740 0.595 0.097 0.315 -0.033
H 1.336 -0.847 0.196 -0.150 -0.408 0.038
H -0.172 -1.722 0.287 0.304 -0.493 -0.295
H 0.122 -1.981 2.772 0.330 -0.256 -0.151
H 1.296 -2.792 3.771 -0.087 -0.478 -0.615
H 1.483 -0.255 2.445 0.389 -0.293 -0.220
H 2.865 -1.184 1.890 -0.181 -0.302 0.333
H 2.940 -1.731 4.641 0.365 0.313 -0.308
H 3.612 -0.162 3.999 -0.192 -0.328 0.201
H 1.652 -0.305 5.982 0.186 0.458 -0.241
H 0.595 -0.413 4.581 0.293 0.436 -0.036
H -1.917 -6.299 1.586 -0.141 0.324 0.244
H -2.736 -4.998 2.520 0.168 -0.371 0.020
H -1.963 -6.432 3.341 -0.127 0.424 -0.078
H 0.803 -5.966 -0.337 0.233 -0.150 0.179
H 1.468 -6.946 1.056 -0.400 0.330 -0.397
H 2.318 -6.978 -0.476 -0.234 0.532 -0.099
H 4.711 -3.184 1.168 -0.357 0.055 0.310
H 5.470 -3.748 2.653 -0.393 0.116 -0.067
H 4.579 -2.242 2.699 -0.294 -0.367 -0.072
H -0.155 -0.531 -3.270 0.057 -0.409 0.378
H -0.846 1.265 -1.396 0.452 -0.139 0.213
H 0.717 0.877 -0.708 -0.078 -0.269 -0.310
H 1.260 1.135 -3.498 0.006 0.333 0.192
H 1.393 2.517 -2.368 -0.230 -0.179 -0.125
H -0.133 2.222 -3.270 0.413 -0.043 0.003
O -6.023 -0.397 -1.724 0.016 -0.303 -0.142
S -5.796 -0.895 -0.414 -0.244 0.521 0.538
O -5.214 -2.168 -0.179 0.149 -0.012 -0.272
O -7.172 -0.791 0.407 0.295 0.207 -0.338
C -6.981 0.012 1.580 0.127 -0.054 0.545
C -5.874 0.976 1.214 -0.253 0.330 -0.163
O -4.966 0.201 0.415 -0.236 -0.582 0.050
H -6.680 -0.646 2.398 0.002 0.029 -0.001
H -7.903 0.524 1.848 -0.082 -0.093 -0.235
H -5.371 1.379 2.084 0.229 -0.148 -0.120
H -6.251 1.796 0.599 0.014 -0.002 0.030
O 8.860 1.930 -5.187 -0.100 -0.250 -0.109
S 8.350 1.728 -3.880 -0.133 0.469 0.393
O 8.016 0.441 -3.382 0.180 -0.056 -0.180
O 7.090 2.704 -3.674 0.459 -0.022 -0.225
C 7.316 3.568 -2.553 -0.116 -0.064 0.624
C 8.821 3.728 -2.486 0.013 0.471 -0.316
O 9.338 2.437 -2.827 -0.408 -0.296 0.070
H 6.928 3.075 -1.658 -0.003 0.040 -0.001
H 6.804 4.516 -2.693 -0.055 -0.102 -0.221
H 9.164 4.030 -1.500 0.089 -0.255 0.013
H 9.178 4.444 -3.230 -0.026 0.026 0.039
O -8.642 3.958 2.191 1.385 -0.899 2.727
S -7.248 4.084 2.383 0.006 0.458 0.186
O -6.474 3.107 3.074 -0.166 -0.002 -0.153
O -6.951 5.525 3.029 -0.190 -0.196 -0.377
C -6.068 6.267 2.180 0.536 0.010 -0.046
C -6.348 5.753 0.782 -0.398 0.448 -0.179
O -6.564 4.348 0.951 0.309 -0.111 0.486
H -5.041 6.053 2.484 -0.004 0.027 -0.028
H -6.259 7.333 2.275 -0.195 -0.080 0.142
H -5.522 5.934 0.099 0.042 -0.281 0.023
H -7.261 6.190 0.372 0.018 0.007 0.017
O 5.963 5.997 1.217 0.070 0.180 -0.166
S 6.112 6.694 2.443 0.085 -0.297 0.409
O 5.855 8.081 2.563 -0.143 0.010 -0.169
O 7.584 6.384 3.018 -0.354 -0.244 -0.201
C 7.484 5.798 4.320 -0.025 0.219 0.508
C 6.156 5.071 4.319 0.170 -0.531 -0.170
O 5.276 5.921 3.580 0.309 0.439 0.004
H 7.496 6.603 5.058 -0.007 -0.037 0.015
H 8.323 5.130 4.501 0.052 0.051 -0.242
H 5.773 4.902 5.323 -0.188 0.196 -0.070
H 6.228 4.116 3.792 0.037 -0.009 0.050
O -9.557 4.535 0.416 -1.242 0.531 -2.339
S -10.304 3.451 -0.106 -0.174 0.252 -0.616
O -10.623 2.310 0.670 0.000 0.097 0.170
O -9.602 2.970 -1.474 -0.108 0.386 0.202
C -10.536 3.046 -2.554 -0.354 -0.354 -0.185
C -11.488 4.160 -2.171 0.275 0.395 -0.218
O -11.666 4.017 -0.759 0.121 -0.518 0.040
H -11.055 2.088 -2.626 -0.012 0.028 -0.031
H -10.018 3.246 -3.490 0.196 0.012 0.148
H -12.443 4.088 -2.686 -0.090 -0.060 0.239
H -11.048 5.142 -2.360 -0.009 -0.027 -0.066
```
Positions in Å, forces in eV/Å.